Below is C26H35AuClO5Si3 as an isolated structure in a non-equilibrium geometry, with properties calculated with ωB97M-V with the def2-TZVPD basis set.

XYZ file:
```
71
Properties=species:S:1:pos:R:3
Au 0.90 -0.45 -1.31
O 4.40 -2.55 0.48
Cl 3.55 -2.68 -0.67
O 4.16 -3.55 -1.65
O 2.26 -3.22 -0.27
O 3.35 -1.35 -1.27
C -0.40 -3.55 -2.36
Si 0.51 -2.13 -3.16
C 2.03 -2.76 -4.02
C -0.56 -1.19 -4.39
C -0.46 -1.34 -5.77
C -1.28 -0.62 -6.63
C -2.20 0.29 -6.11
C -2.26 0.51 -4.74
C -1.45 -0.22 -3.88
Si -1.23 0.20 -2.07
C -1.33 2.06 -1.88
C -2.54 -0.54 -0.95
H -0.38 -4.44 -3.00
H -1.44 -3.29 -2.17
H 0.06 -3.79 -1.40
H 1.78 -3.70 -4.53
H 2.82 -2.96 -3.31
H 2.40 -2.05 -4.76
H 0.25 -2.06 -6.18
H -1.19 -0.75 -7.70
H -2.84 0.85 -6.78
H -2.94 1.26 -4.35
H -2.37 2.40 -1.76
H -0.89 2.58 -2.74
H -0.77 2.33 -0.99
H -3.42 0.12 -0.90
H -2.14 -0.63 0.06
H -2.87 -1.52 -1.28
C 2.92 2.08 2.76
C 1.48 2.57 2.55
C 1.50 3.72 1.54
C 0.91 3.07 3.89
Si 0.48 1.10 1.83
O 0.84 0.99 0.27
C -1.38 1.38 2.10
C -2.21 0.38 2.64
C -3.59 0.55 2.75
C -4.17 1.74 2.34
C -3.38 2.75 1.79
C -2.01 2.56 1.67
C 0.92 -0.43 2.83
C 0.59 -0.61 4.18
C 0.96 -1.76 4.87
C 1.66 -2.77 4.22
C 2.00 -2.62 2.88
C 1.63 -1.46 2.20
H 3.55 2.90 3.12
H 3.34 1.70 1.82
H 2.96 1.27 3.49
H 2.17 4.52 1.89
H 0.51 4.17 1.42
H 1.83 3.37 0.56
H 1.49 3.93 4.24
H 0.97 2.29 4.66
H -0.13 3.38 3.79
H -1.77 -0.55 2.97
H -4.20 -0.24 3.15
H -5.24 1.88 2.44
H -3.83 3.68 1.47
H -1.41 3.33 1.21
H 0.04 0.16 4.70
H 0.69 -1.87 5.91
H 1.95 -3.66 4.76
H 2.53 -3.40 2.35
H 1.91 -1.36 1.16
```

The orbital gap comes out at 8.57 eV. The calculation puts the energy relative to the best compared isomer or geometry (same formula, charge and spin) at 0.0 kJ/mol. The calculation puts the total energy at -2852.2869 a.u. Its charge is -1.

Charges per atom according to Löwdin partitioning, unit e: 0.85 -0.33 0.65 -0.35 -0.39 -0.44 -0.20 0.53 -0.20 -0.31 -0.10 -0.10 -0.10 -0.10 -0.31 0.48 -0.20 -0.18 0.03 0.01 0.01 0.04 -0.01 0.04 0.09 0.09 0.09 0.10 0.03 0.03 0.00 0.03 0.01 0.02 -0.10 -0.60 -0.10 -0.10 0.44 -0.47 -0.20 -0.11 -0.10 -0.11 -0.10 -0.11 -0.22 -0.12 -0.10 -0.10 -0.07 -0.08 0.08 0.09 0.07 0.08 0.06 0.07 0.08 0.07 0.07 0.09 0.10 0.09 0.10 0.09 0.09 0.09 0.09 0.09 0.05